This record from the OMol25 dataset describes a structure of composition C12H26GdGeN2O3SSbSe6 at a distorted geometry. The level of theory is ωB97M-V with the def2-TZVPD basis set.

Output
* expectation value of S²: 16.8085
* E_HOMO (alpha / beta): -1.15 / -1.25 eV
* multiplicity: 8
* net charge: -2
* energy: -508787.96429 eV

Element x y z (Å)
1 Gd -11.42 -9.18 -10.73
2 Se -8.41 -4.08 -11.19
3 Sb -8.13 -6.43 -10.35
4 Se -9.40 -6.06 -8.05
5 Se -8.01 -7.58 -12.92
6 Se -5.98 -5.57 -8.85
7 C -14.25 -12.29 -7.50
8 Ge -15.92 -11.37 -7.93
9 C -17.19 -12.62 -7.21
10 C -15.78 -9.63 -7.05
11 C -16.25 -11.33 -9.89
12 Se -14.45 -11.78 -10.63
13 C -14.27 -13.62 -11.26
14 H -14.31 -12.55 -6.42
15 H -13.41 -11.61 -7.60
16 H -14.14 -13.19 -8.09
17 H -17.21 -12.44 -6.13
18 H -16.87 -13.67 -7.39
19 H -18.21 -12.50 -7.57
20 H -15.95 -9.71 -5.94
21 H -16.45 -8.85 -7.46
22 H -14.76 -9.23 -7.20
23 H -16.45 -10.33 -10.31
24 H -17.01 -12.00 -10.28
25 H -14.84 -14.29 -10.63
26 H -13.18 -13.82 -11.24
27 H -14.63 -13.66 -12.31
28 C -10.95 -9.99 -15.05
29 S -11.91 -10.69 -13.71
30 O -12.14 -9.46 -12.82
31 O -13.12 -11.33 -14.15
32 O -10.94 -11.55 -13.06
33 H -10.53 -10.68 -15.78
34 H -10.12 -9.44 -14.57
35 H -11.62 -9.27 -15.55
36 Se -15.83 -6.85 -10.10
37 C -14.44 -7.86 -10.26
38 N -13.41 -8.51 -10.21
39 C -7.13 -12.23 -8.80
40 C -7.33 -10.79 -9.30
41 C -7.15 -9.75 -8.19
42 C -6.61 -10.45 -10.61
43 C -8.70 -10.66 -9.67
44 N -9.75 -10.12 -9.75
45 H -6.11 -12.37 -8.45
46 H -7.38 -12.93 -9.59
47 H -7.83 -12.44 -7.97
48 H -6.08 -9.60 -7.98
49 H -7.68 -10.11 -7.25
50 H -7.56 -8.75 -8.39
51 H -5.52 -10.56 -10.47
52 H -6.80 -9.41 -10.90
53 H -6.98 -11.12 -11.40